Entry 1:
DFT (ωB97M-V with the def2-TZVPD basis set) results for a 2-piece molecular cluster, C7H16IN2 overall in a non-equilibrium geometry.

Last column: natural (NBO) charge in e.
Cartesian coordinates (Å):
C  0.03  -1.13  2.36  -0.159
C  -0.35  0.22  1.75  -0.294
C  -0.42  -1.20  0.00  0.491
C  0.79  1.83  -0.56  -0.628
C  -1.84  1.78  -0.29  -0.626
C  -0.34  -2.18  -1.01  -0.413
C  -0.53  1.07  -0.61  -0.074
N  -0.35  0.00  0.36  -0.339
N  -0.39  -1.77  -2.47  -0.859
I  4.07  0.36  1.03  -0.098
H  1.05  -1.39  2.41  0.217
H  -0.70  -1.51  3.00  0.213
H  -1.47  0.44  2.10  0.229
H  0.06  1.15  2.16  0.259
H  0.93  2.36  0.46  0.222
H  1.61  1.16  -0.93  0.232
H  0.74  2.65  -1.22  0.241
H  -2.59  1.51  -1.17  0.248
H  -1.67  2.80  -0.09  0.238
H  -2.32  1.24  0.54  0.215
H  -1.21  -2.88  -0.99  0.287
H  0.58  -2.85  -0.87  0.276
H  -0.66  0.65  -1.61  0.233
H  5.12  -0.66  1.31  0.103
H  0.22  -0.95  -2.70  0.383
H  -0.37  -2.68  -2.98  0.403

## Properties
frontier orbital gap = 7.91 eV
net charge = +1
maximum force = 6.4 eV/A
energy relative to the best compared isomer or geometry (same formula, charge and spin) = 4.001 eV


Entry 2:
DFT (ωB97M-V with the def2-TZVPD basis set) results for C35H54N4O6P2SSe4TeZr as an isolated structure.

Last column: Löwdin charge in e.
Cartesian coordinates (Å):
Zr  0.70  -0.04  0.70  0.872
C  -4.43  -0.42  -3.99  -0.147
C  -4.12  -0.14  -2.53  -0.537
C  -5.41  0.25  -1.80  -0.115
P  -2.64  1.00  -2.30  1.128
C  -3.19  2.55  -3.21  -0.564
C  -2.82  2.36  -4.69  -0.152
C  -2.45  3.80  -2.72  -0.133
C  -2.92  1.39  -0.53  -0.317
C  -3.78  2.42  -0.14  -0.096
C  -4.08  2.67  1.19  -0.287
C  -4.95  3.83  1.59  -0.054
C  -3.51  1.84  2.15  -0.048
C  -2.68  0.80  1.78  -0.126
C  -2.35  0.56  0.44  -0.364
N  -1.48  -0.54  0.12  -0.117
C  -2.08  -1.79  0.21  -0.326
C  -3.35  -1.99  0.79  -0.028
C  -3.88  -3.26  0.98  -0.061
C  -3.20  -4.40  0.60  -0.300
C  -3.75  -5.78  0.85  -0.072
C  -2.00  -4.21  -0.08  -0.075
C  -1.45  -2.96  -0.32  -0.344
P  -0.05  -2.69  -1.46  1.099
C  0.85  -4.32  -1.76  -0.534
C  0.23  -5.50  -2.51  -0.131
C  1.51  -4.79  -0.46  -0.163
C  -1.03  -2.43  -3.03  -0.540
C  -2.18  -3.40  -3.32  -0.111
C  -0.08  -2.29  -4.22  -0.126
H  -5.12  -1.27  -4.08  0.073
H  -3.53  -0.65  -4.57  0.058
H  -4.92  0.44  -4.45  0.065
H  -3.75  -1.06  -2.07  0.079
H  -5.79  1.21  -2.15  0.068
H  -5.26  0.32  -0.72  0.062
H  -6.18  -0.50  -1.99  0.073
H  -4.27  2.70  -3.12  0.093
H  -1.73  2.29  -4.79  0.075
H  -3.15  3.22  -5.28  0.071
H  -3.25  1.47  -5.13  0.033
H  -2.94  4.30  -1.88  0.062
H  -2.37  4.52  -3.54  0.068
H  -1.44  3.54  -2.40  0.059
H  -4.27  3.02  -0.89  0.087
H  -5.49  4.23  0.72  0.069
H  -4.35  4.64  2.01  0.063
H  -5.69  3.53  2.34  0.071
H  -3.71  2.01  3.20  0.115
H  -2.23  0.17  2.53  0.074
H  -3.92  -1.14  1.14  0.094
H  -4.85  -3.34  1.47  0.100
H  -4.64  -5.74  1.47  0.063
H  -3.02  -6.41  1.36  0.071
H  -4.02  -6.29  -0.09  0.068
H  -1.48  -5.08  -0.45  0.086
H  1.66  -3.95  -2.39  0.095
H  -0.64  -5.93  -2.01  0.057
H  0.99  -6.30  -2.58  0.069
H  -0.06  -5.24  -3.53  0.044
H  0.78  -5.14  0.26  0.059
H  2.05  -3.97  0.02  0.010
H  2.21  -5.60  -0.67  0.068
H  -1.46  -1.44  -2.85  0.041
H  -1.84  -4.43  -3.41  0.044
H  -2.68  -3.14  -4.26  0.064
H  -2.93  -3.38  -2.53  0.065
H  0.39  -3.23  -4.49  0.059
H  0.71  -1.57  -3.99  0.066
H  -0.62  -1.93  -5.10  0.067
Se  3.50  1.60  0.95  -0.190
Se  4.56  -0.37  1.67  -0.299
Te  3.06  -1.50  3.36  0.176
Se  1.02  -2.38  2.10  -0.166
C  2.04  10.50  -2.84  -0.122
C  1.48  9.34  -2.03  -0.299
S  0.84  8.09  -3.13  0.632
O  1.96  7.46  -3.79  -0.316
O  -0.20  8.70  -3.93  -0.322
C  0.08  6.92  -2.04  -0.212
C  1.08  6.25  -1.10  -0.151
N  0.53  5.05  -0.50  0.045
C  0.84  3.78  -0.86  -0.323
N  0.19  2.89  -0.13  0.116
C  -0.60  3.58  0.72  -0.079
C  -0.44  4.92  0.49  -0.135
N  -1.05  6.00  1.16  -0.334
O  -0.70  7.15  0.87  0.014
O  -1.93  5.75  1.96  0.073
C  1.82  3.46  -1.93  -0.001
H  2.44  11.26  -2.17  0.073
H  1.27  10.94  -3.46  0.073
H  2.85  10.15  -3.48  0.077
H  0.65  9.64  -1.38  0.109
H  2.24  8.85  -1.42  0.101
H  -0.40  6.19  -2.69  0.109
H  -0.69  7.46  -1.48  0.099
H  1.38  6.93  -0.31  0.120
H  1.96  5.95  -1.67  0.115
H  -1.21  3.08  1.46  0.053
H  2.84  3.71  -1.60  0.084
H  1.60  4.01  -2.84  0.085
H  1.77  2.39  -2.11  0.055
O  2.40  -1.02  -0.48  -0.358
C  2.23  -0.21  -1.42  -0.646
O  1.20  0.51  -1.47  -0.256
H  2.99  -0.13  -2.21  0.135
Se  0.41  1.23  2.76  -0.078

## Properties
frontier orbital gap = 4.29 eV
net charge = -2
maximum force = 0.5 eV/A
energy relative to the best compared isomer or geometry (same formula, charge and spin) = 1.057 eV